(1)
Molecular formula: C18H21F4N2Pt
Method: DFT, ωB97M-V with the def2-TZVPD basis set

Atoms and positions in Å:
Pt: -0.295 0.098 -0.675
C: -1.992 -3.367 -0.660
C: -0.525 -3.232 -1.019
N: 0.270 -2.286 -0.258
C: 1.678 -2.242 -0.672
C: 1.954 -1.065 -1.613
C: 0.018 -2.287 1.177
C: 0.676 -1.153 1.976
N: 0.499 0.144 1.385
C: 0.868 1.266 2.025
C: 0.844 2.508 1.328
F: 0.522 2.461 0.020
C: 1.159 3.735 1.917
F: 1.085 4.814 1.185
C: 1.549 3.804 3.254
C: 1.616 2.618 3.980
F: 1.976 2.635 5.230
C: 1.296 1.375 3.394
F: 1.377 0.300 4.147
H: -2.514 -3.863 -1.477
H: -2.473 -2.406 -0.470
H: -2.156 -4.003 0.209
H: -0.412 -2.993 -2.084
H: -0.071 -4.235 -0.908
H: 1.955 -3.168 -1.189
H: 2.314 -2.158 0.210
H: 1.508 -1.216 -2.598
H: 3.032 -0.962 -1.761
H: 1.629 -0.078 -1.165
H: 0.365 -3.237 1.611
H: -1.062 -2.237 1.337
H: 1.753 -1.332 2.124
H: 0.239 -1.205 2.985
H: 1.797 4.754 3.714
C: -0.926 2.246 -3.117
C: -0.991 0.852 -3.237
C: -1.743 0.090 -2.316
C: -2.368 0.761 -1.212
C: -2.302 2.174 -1.130
C: -1.579 2.900 -2.073
H: -0.429 2.830 -3.881
H: -0.552 0.368 -4.103
H: -2.045 -0.922 -2.579
H: -3.121 0.243 -0.617
H: -2.876 2.691 -0.371
H: -1.549 3.979 -2.023

Results
Energy relative to the best compared isomer or geometry (same formula, charge and spin) ... 157.4 kJ/mol
Net charge ... +3

Want to see where the charge sits? The Löwdin charges in e are: 1.1498, -0.0546, -0.2166, -0.1768, -0.1823, -0.0729, -0.1342, -0.1416, 0.0790, -0.0758, -0.0656, 0.0833, -0.1508, 0.2076, 0.2469, -0.1454, 0.2210, -0.0410, 0.2052, 0.1064, 0.0675, 0.0981, 0.1369, 0.1611, 0.1529, 0.1276, 0.0884, 0.1107, 0.0309, 0.1729, 0.1302, 0.1641, 0.1610, 0.1894, -0.0058, -0.0199, -0.2261, -0.1874, -0.0183, 0.0016, 0.1398, 0.1430, 0.1292, 0.1286, 0.1383, 0.1434

(2)
Molecular formula: C11H16N5O3
Method: DFT, ωB97M-V with the def2-TZVPD basis set

Atoms and positions in Å:
O: 9.693 8.198 4.950
C: 9.493 8.300 6.247
O: 8.569 9.120 6.565
O: 10.275 7.715 6.994
H: 10.318 7.498 4.844
C: 9.059 7.339 9.869
C: 7.896 6.647 10.444
N: 6.985 6.061 10.871
H: 9.788 6.649 9.457
H: 9.445 7.969 10.696
H: 8.828 8.002 9.052
C: 6.610 9.823 10.789
C: 5.273 10.405 10.748
N: 4.236 10.890 10.651
H: 6.628 8.719 10.874
H: 7.277 10.233 11.611
H: 7.079 10.056 9.819
C: 5.969 9.799 5.349
C: 5.309 8.740 4.738
N: 4.657 7.994 4.185
H: 6.614 9.409 6.124
H: 5.289 10.437 5.786
H: 6.605 10.356 4.589
C: 11.970 9.778 8.886
C: 11.103 10.415 9.889
N: 10.257 10.801 10.536
H: 12.662 10.506 8.429
H: 11.433 9.360 8.063
H: 12.602 8.965 9.234
C: 7.571 5.672 6.542
C: 6.876 4.624 5.780
N: 6.439 3.711 5.252
H: 7.231 5.521 7.609
H: 7.192 6.637 6.193
H: 8.616 5.704 6.582

Results
Electronic energy ... -25260.6929 eV
Net charge ... -1

Want to see where the charge sits? The Löwdin charges in e are: 0.0950, -0.8910, -0.0820, -0.0516, 0.0887, -0.0759, -0.2941, 0.1152, 0.0796, 0.0790, 0.0527, -0.0877, -0.2906, 0.1071, 0.0457, 0.0984, 0.0824, -0.0842, -0.3335, 0.1247, 0.0445, 0.0564, 0.1263, -0.0614, -0.2677, 0.1275, 0.0823, 0.0432, 0.0801, -0.0527, -0.2775, 0.1064, 0.0961, 0.0714, 0.0472

(3)
Molecular formula: C16H44O6
Method: DFT, ωB97M-V with the def2-TZVPD basis set

Atoms and positions in Å:
C: -34.429 2.642 2.572
C: -34.807 2.796 1.095
C: -34.614 1.467 0.348
O: -36.169 3.192 1.018
H: -33.415 2.232 2.608
H: -35.171 2.136 3.190
H: -34.404 3.628 3.051
H: -34.138 3.537 0.657
H: -34.473 1.562 -0.728
H: -35.473 0.812 0.516
H: -33.750 0.934 0.760
H: -36.729 2.431 1.249
C: -35.230 -1.033 3.305
C: -34.164 -2.100 3.532
C: -33.422 -1.983 4.845
O: -34.805 -3.375 3.409
H: -35.999 -1.171 4.063
H: -35.541 -1.126 2.268
H: -34.702 -0.088 3.437
H: -33.407 -1.976 2.746
H: -32.786 -1.098 4.913
H: -32.797 -2.853 5.054
H: -34.118 -1.903 5.689
H: -34.127 -4.021 3.189
C: -42.013 1.581 -2.046
C: -40.687 1.163 -1.382
C: -39.601 1.003 -2.426
O: -40.303 2.150 -0.410
H: -42.278 0.816 -2.772
H: -41.943 2.581 -2.474
H: -42.761 1.635 -1.252
H: -40.887 0.253 -0.818
H: -39.920 0.338 -3.230
H: -38.642 0.647 -2.040
H: -39.331 1.963 -2.879
H: -40.362 3.008 -0.846
C: -39.349 0.277 6.876
C: -38.087 -0.346 6.295
C: -36.878 0.569 6.498
O: -37.898 -1.622 6.894
H: -40.150 -0.460 6.905
H: -39.699 1.067 6.202
H: -39.190 0.746 7.847
H: -38.239 -0.465 5.215
H: -37.030 1.448 5.864
H: -35.949 0.146 6.107
H: -36.737 0.808 7.550
H: -37.621 -2.278 6.251
C: -41.618 -3.292 -1.760
C: -40.568 -3.415 -0.677
O: -41.070 -2.933 0.563
H: -42.578 -3.711 -1.453
H: -41.282 -3.801 -2.664
H: -41.840 -2.255 -2.032
H: -39.692 -2.821 -0.961
H: -40.336 -4.483 -0.618
H: -40.628 -3.396 1.278
C: -39.057 -0.827 2.016
C: -38.615 0.557 2.505
O: -38.284 1.395 1.408
H: -39.600 -1.348 2.810
H: -38.155 -1.427 1.853
H: -39.597 -0.883 1.075
H: -37.715 0.417 3.111
H: -39.304 1.055 3.196
H: -39.123 1.658 0.992

Results
Energy relative to the best compared isomer or geometry (same formula, charge and spin) ... 68.6 kJ/mol
SMILES ... CC(C)O.CC(C)O.CC(C)O.CC(C)O.CCO.CCO

Want to see where the charge sits? The Löwdin charges in e are: -0.0703, -0.4711, -0.0542, -0.0682, 0.0761, 0.0624, 0.0762, 0.1325, 0.0728, 0.0657, 0.0685, 0.0382, -0.0469, -0.5008, -0.0611, -0.0499, 0.0684, 0.0778, 0.0671, 0.1339, 0.0810, 0.0767, 0.0778, 0.0867, -0.0498, -0.4701, -0.0555, -0.0667, 0.0772, 0.0814, 0.0818, 0.1270, 0.0779, 0.0798, 0.0852, 0.1014, -0.0538, -0.4990, -0.0516, -0.0457, 0.0792, 0.0760, 0.0792, 0.1081, 0.0810, 0.0557, 0.0820, 0.0837, -0.0927, -0.3226, -0.0912, 0.0774, 0.0751, 0.0604, 0.1071, 0.1124, 0.0794, -0.0672, -0.2895, -0.0985, 0.0735, 0.0693, 0.0496, 0.0805, 0.1126, 0.0607

(4)
Molecular formula: C15H15BrN2O3S
Method: DFT, ωB97M-V with the def2-TZVPD basis set

Atoms and positions in Å:
C: 0.012 -1.907 0.877
O: 0.735 -1.902 -0.344
C: 1.852 -1.083 -0.335
C: 3.085 -1.643 0.016
C: 3.190 -3.090 0.384
C: 4.219 -0.843 0.015
C: 4.124 0.495 -0.320
Br: 5.687 1.576 -0.300
C: 2.915 1.053 -0.676
C: 1.763 0.268 -0.696
C: 0.519 0.984 -1.117
O: 0.475 2.197 -1.147
N: -0.513 0.168 -1.495
C: -1.739 0.451 -2.066
S: -2.376 -0.697 -3.070
N: -2.409 1.592 -1.840
C: -2.343 2.445 -0.662
C: -2.910 1.754 0.536
C: -4.133 1.837 1.134
C: -4.119 0.904 2.200
C: -2.895 0.316 2.164
O: -2.154 0.821 1.161
H: -0.347 -0.904 1.123
H: -0.835 -2.572 0.719
H: 0.629 -2.283 1.698
H: 2.347 -3.646 -0.018
H: 3.197 -3.204 1.469
H: 4.114 -3.513 -0.002
H: 5.175 -1.270 0.280
H: 2.831 2.095 -0.947
H: -0.284 -0.824 -1.562
H: -3.290 1.613 -2.339
H: -2.924 3.342 -0.873
H: -1.301 2.725 -0.486
H: -4.938 2.487 0.858
H: -4.913 0.701 2.889
H: -2.445 -0.443 2.772

Results
Energy relative to the best compared isomer or geometry (same formula, charge and spin) ... 0.0 kJ/mol
SMILES ... COc1c(C)cc(Br)cc1C(=O)NC(=S)NCc1ccco1

Want to see where the charge sits? The Löwdin charges in e are: -0.0429, -0.1418, -0.1813, -0.1852, -0.0242, -0.0733, -0.6595, 0.7418, -0.0543, -0.0385, -0.3789, 0.0790, 0.1063, -0.8519, 0.6370, 0.0250, -0.0891, -0.2566, -0.0203, -0.0570, -0.1196, 0.0255, 0.0792, 0.1062, 0.0978, 0.0841, 0.0902, 0.0854, 0.1130, 0.1160, 0.1015, 0.1178, 0.1359, 0.1034, 0.1097, 0.1014, 0.1180